Entry 1:
The following is a DFT calculation (the ωB97M-V functional and the def2-TZVPD basis) of a structure of composition C26H43Cl2N4O6PS2SeSn.

Its energy is -6361.0268 Ha. Its HOMO energy is -1.96 eV. As for the net charge: -2. The HOMO-LUMO gap is 5.70 eV.

Element x y z (Å)
Sn (-2.06486, -0.47513, -0.07647)
O (-0.89731, -5.27240, -2.66436)
C (-0.62115, -4.10489, -2.02247)
O (-1.25287, -3.10741, -2.21002)
C (0.63841, -4.22880, -1.19540)
O (0.72324, -3.22763, -0.22953)
C (0.37985, -3.61022, 1.08500)
C (-0.96455, -4.33183, 1.27499)
O (-1.30415, -4.43578, 2.48780)
O (-1.52466, -4.81629, 0.28309)
H (-1.70724, -5.09465, -3.16393)
H (1.48104, -4.09730, -1.88720)
H (0.68213, -5.23561, -0.77599)
H (0.36374, -2.68344, 1.65851)
H (1.16328, -4.26046, 1.50541)
Cl (-5.11636, -2.35428, 1.96940)
C (-4.31738, -3.65467, 1.06896)
Cl (-5.48360, -4.91444, 0.57495)
H (-3.56445, -4.11948, 1.69413)
H (-3.87497, -3.23505, 0.17416)
S (-1.28563, -0.36889, 3.84746)
C (-0.34715, -1.48235, 4.60772)
N (-0.33850, -2.80822, 4.45346)
C (0.78506, -3.52645, 5.01680)
C (1.18925, -2.74890, 6.26167)
S (0.88672, -1.01819, 5.80622)
H (-0.84815, -3.27531, 3.68168)
H (1.61395, -3.55525, 4.29915)
H (0.49269, -4.55156, 5.24004)
H (2.23686, -2.89703, 6.51707)
H (0.56543, -3.01540, 7.11550)
Se (-3.10773, 0.05000, -2.70103)
C (-3.13443, 1.91121, -3.05701)
C (-3.48763, 2.87442, -2.10908)
C (-3.45176, 4.21599, -2.44830)
N (-3.10927, 4.68882, -3.65090)
C (-2.78608, 3.76378, -4.55764)
C (-2.78125, 2.40131, -4.31984)
H (-3.76863, 2.57177, -1.11041)
H (-3.71250, 4.95906, -1.70010)
H (-2.50442, 4.13842, -5.53918)
H (-2.48741, 1.71323, -5.10305)
C (1.51427, 1.90862, 2.15929)
C (2.10066, 1.06194, 1.01924)
C (3.58162, 1.41685, 0.85816)
C (1.97143, -0.39526, 1.49372)
P (0.98819, 1.27598, -0.50802)
N (-0.33580, 0.55285, -0.28635)
C (1.92156, 0.58483, -2.01364)
C (0.89158, 0.32175, -3.12460)
C (3.06842, 1.43882, -2.56421)
C (2.48191, -0.79931, -1.65789)
C (0.72770, 3.14048, -0.77894)
C (-0.37726, 3.59277, 0.18995)
C (1.94753, 4.05206, -0.61503)
C (0.14566, 3.35128, -2.18391)
H (1.99437, 1.60757, 3.09600)
H (0.44346, 1.73163, 2.26809)
H (1.69074, 2.97540, 2.02643)
H (4.07079, 1.31533, 1.83389)
H (3.73548, 2.44184, 0.51992)
H (4.09729, 0.74958, 0.16831)
H (2.41709, -0.47866, 2.49118)
H (2.46313, -1.11203, 0.84089)
H (0.91782, -0.66527, 1.56927)
H (0.46723, 1.22583, -3.55101)
H (0.06574, -0.28574, -2.75476)
H (1.39224, -0.22593, -3.93178)
H (2.72499, 2.37987, -2.99007)
H (3.56019, 0.87922, -3.36861)
H (3.82525, 1.66158, -1.81125)
H (1.71876, -1.43060, -1.20271)
H (3.34550, -0.75079, -0.99496)
H (2.81211, -1.28032, -2.58577)
H (-0.03600, 3.68216, 1.21874)
H (-1.21319, 2.89415, 0.16945)
H (-0.73816, 4.57579, -0.12916)
H (2.31643, 4.07196, 0.41036)
H (1.64895, 5.07496, -0.87119)
H (2.77442, 3.77878, -1.27118)
H (-0.68543, 2.67261, -2.36684)
H (0.88376, 3.22827, -2.97530)
H (-0.24471, 4.37121, -2.25322)
O (-3.88774, 3.18664, 1.99953)
C (-3.47232, 2.20561, 1.45127)
N (-3.07324, 1.23501, 0.90549)

***

Entry 2:
The following is a DFT calculation (the ωB97M-V functional and the def2-TZVPD basis) of a cluster of 6 separate species, C26H43ClNO23S5Si in total in a non-equilibrium geometry.

Its energy is -5542.0106 Ha. Its HOMO energy is -11.35 eV. As for the net charge: +1. The HOMO-LUMO gap is 8.62 eV.

Element x y z (Å)
C (2.47058, -1.95899, 4.24701)
Si (1.17623, -1.62562, 2.88458)
C (-0.45995, -2.56462, 3.25785)
C (1.83220, -2.43660, 1.27035)
C (0.93593, 0.27745, 2.75012)
O (2.10540, 1.11459, 2.83209)
C (2.39777, 1.80176, 1.58854)
C (3.93265, 1.57614, 1.36024)
C (4.40413, 1.76773, -0.12176)
O (5.12520, 2.68534, -0.42737)
C (3.94844, 0.70746, -1.17974)
C (4.60743, -0.58941, -1.19555)
C (4.19953, -1.62591, -2.13235)
C (3.09901, -1.38854, -3.06520)
C (2.42034, -0.05169, -3.08163)
C (2.86196, 0.95466, -2.13021)
C (1.35861, 1.09175, 0.62515)
N (0.20777, 0.80821, 1.54214)
C (-0.52463, 2.11661, 1.66589)
C (-2.01118, 1.99931, 1.12548)
O (-2.87249, 2.49761, 1.76037)
Cl (-2.26074, 1.14369, -0.43470)
H (2.91007, -1.00005, 4.64188)
H (3.27742, -2.58975, 3.78375)
H (2.05284, -2.56476, 5.09512)
H (-1.06756, -2.55620, 2.31430)
H (-0.99212, -2.17155, 4.15254)
H (-0.13130, -3.63099, 3.41302)
H (2.80979, -1.99877, 0.93066)
H (1.83009, -3.55212, 1.32074)
H (1.08520, -2.15739, 0.46075)
H (0.20187, 0.50465, 3.58683)
H (2.18623, 2.89943, 1.49925)
H (4.46374, 2.36297, 1.96859)
H (4.32459, 0.59254, 1.72148)
H (5.42685, -0.81821, -0.47794)
H (4.71019, -2.61235, -2.15772)
H (2.71956, -2.17182, -3.79119)
H (1.56954, 0.21514, -3.74456)
H (2.38168, 1.99219, -2.06802)
H (1.01331, 1.59774, -0.30740)
H (1.83031, 0.15020, 0.24194)
H (-0.37025, 0.03128, 1.18920)
H (-0.50576, 2.45549, 2.73092)
H (-0.05248, 2.93733, 1.05538)
C (2.98108, 5.07000, -4.52299)
C (3.77747, 5.71381, -3.40620)
O (2.79094, 6.20760, -2.49154)
S (1.50931, 5.23505, -2.51847)
O (1.61780, 4.32205, -1.42146)
O (0.34917, 6.02224, -2.75249)
O (1.87317, 4.43689, -3.87120)
H (2.58720, 5.81948, -5.21332)
H (3.56574, 4.33890, -5.07853)
H (4.41298, 6.52260, -3.76056)
H (4.38858, 4.97647, -2.87882)
C (-3.28585, 0.96093, 7.17316)
C (-3.81080, -0.44115, 6.93444)
O (-2.82872, -1.06038, 6.09497)
S (-1.37414, -0.46597, 6.45817)
O (-0.72553, -1.36649, 7.34187)
O (-0.76431, -0.00587, 5.25002)
O (-1.86835, 0.81053, 7.30628)
H (-3.48090, 1.60842, 6.31467)
H (-3.70670, 1.41287, 8.06941)
H (-4.78635, -0.44365, 6.45247)
H (-3.86520, -1.00869, 7.86659)
C (-1.28160, -0.94386, -5.08441)
C (-1.82122, -2.34379, -5.32206)
O (-0.85898, -2.97192, -6.17831)
S (0.60212, -2.37794, -5.83791)
O (1.26011, -3.28024, -4.94510)
O (1.19159, -1.92443, -7.04719)
O (0.13723, -1.11358, -4.97902)
H (-1.48322, -0.29099, -5.92785)
H (-1.68217, -0.49600, -4.17772)
H (-2.80612, -2.33907, -5.78451)
H (-1.86054, -2.91340, -4.38928)
C (-3.08899, 3.70558, -3.76086)
C (-3.89628, 4.28991, -4.90386)
O (-4.02345, 3.22040, -5.84642)
S (-4.08204, 1.81809, -5.05437)
O (-5.44217, 1.43481, -4.91282)
O (-3.09263, 0.94996, -5.60365)
O (-3.55682, 2.35864, -3.62423)
H (-2.02386, 3.67395, -4.00418)
H (-3.23125, 4.25463, -2.83150)
H (-3.40883, 5.14898, -5.36023)
H (-4.89974, 4.57344, -4.57661)
C (-3.47452, -5.51880, 3.37533)
C (-3.74475, -6.87722, 2.75745)
O (-2.59280, -7.15064, 1.95603)
S (-1.29487, -6.48482, 2.64649)
O (-0.62409, -7.48453, 3.40009)
O (-0.63436, -5.67605, 1.67813)
O (-2.07774, -5.51803, 3.67873)
H (-3.66914, -4.71346, 2.66204)
H (-4.06024, -5.35181, 4.27784)
H (-4.64708, -6.88581, 2.14918)
H (-3.81606, -7.65355, 3.52347)

***

Entry 3:
The following is a DFT calculation (the ωB97M-V functional and the def2-TZVPD basis) of a structure of composition C26H43CoN2O3S4SbSe2.

Its energy is -9370.4477 Ha. Its HOMO energy (alpha / beta) is -1.03 / -1.31 eV. As for the net charge: -2. The HOMO-LUMO gap (alpha / beta) is 5.32 / 5.60 eV. Its multiplicity is 2.

Element x y z (Å)
Co (-0.09159, -0.08446, 0.72153)
S (2.04826, 2.69007, 0.98314)
C (0.40644, 2.90481, 0.70846)
N (-0.55590, 2.01188, 0.52066)
C (-1.79447, 2.63412, 0.31651)
C (-3.02015, 2.00940, 0.09973)
C (-4.15709, 2.76987, -0.12048)
C (-4.11337, 4.16185, -0.13128)
C (-2.90716, 4.80602, 0.09321)
C (-1.77102, 4.04158, 0.31507)
S (-0.15619, 4.58034, 0.60731)
H (-3.08709, 0.93193, 0.15246)
H (-5.09926, 2.25815, -0.28067)
H (-5.01451, 4.73933, -0.30283)
H (-2.84507, 5.88806, 0.09934)
O (-1.94548, -3.98655, 4.36806)
C (-2.74311, -2.80363, 4.39279)
C (-2.21590, -1.77421, 3.38316)
C (-3.19858, -0.60081, 3.38969)
O (-3.46992, -0.07488, 4.70210)
C (-0.80693, -1.35736, 3.84559)
Se (0.00980, 0.27779, 3.10734)
C (-2.21520, -2.46701, 2.00619)
Se (-2.34899, -1.34554, 0.40023)
H (-2.28710, -4.59110, 5.03042)
H (-2.72164, -2.37044, 5.40116)
H (-3.78545, -3.04991, 4.13336)
H (-4.13460, -0.90807, 2.90715)
H (-2.77660, 0.21712, 2.81262)
H (-4.04802, -0.69581, 5.15182)
H (-0.12995, -2.19576, 3.68149)
H (-0.84297, -1.16552, 4.92114)
H (-3.06359, -3.15517, 1.95834)
H (-1.31291, -3.06898, 1.92066)
O (2.65749, -0.19192, -0.10051)
S (3.88420, -0.75462, 0.53454)
C (3.44138, -1.31366, 2.21673)
C (4.34027, -0.60093, 3.21527)
C (4.48749, 0.81566, 2.67234)
C (4.87029, 0.63857, 1.21010)
H (3.47577, -2.40128, 2.24264)
H (2.40707, -0.97818, 2.33720)
H (5.31852, -1.09001, 3.29318)
H (3.87587, -0.61148, 4.20331)
H (5.23013, 1.40572, 3.21632)
H (3.52388, 1.32444, 2.73357)
H (5.91803, 0.34106, 1.10240)
H (4.66319, 1.49806, 0.57217)
C (1.05755, 2.77212, -3.08716)
C (1.63644, 1.35826, -3.14921)
C (3.06334, 1.35431, -2.61519)
Sb (0.28149, 0.02389, -2.08221)
C (-1.30545, -0.00534, -3.59788)
C (-0.87165, 0.31869, -5.02219)
C (-2.46494, 0.88545, -3.16148)
C (1.16349, -1.89738, -2.57719)
C (0.10702, -2.98984, -2.42813)
C (1.87416, -1.99637, -3.92054)
H (1.67844, 3.47248, -3.65988)
H (1.03301, 3.12940, -2.05391)
H (0.04064, 2.82618, -3.48374)
H (1.63777, 1.00637, -4.18568)
H (3.08464, 1.73440, -1.59341)
H (3.69472, 1.99975, -3.24142)
H (3.49991, 0.35441, -2.59995)
H (-1.65106, -1.04192, -3.56074)
H (-0.51916, 1.34966, -5.10734)
H (-1.71932, 0.21063, -5.71136)
H (-0.07038, -0.33188, -5.37430)
H (-2.17303, 1.93878, -3.10712)
H (-2.83234, 0.60451, -2.17529)
H (-3.30152, 0.81238, -3.86877)
H (1.89355, -2.00671, -1.77269)
H (-0.61356, -2.95281, -3.25199)
H (-0.44943, -2.89671, -1.49383)
H (0.57819, -3.97821, -2.44021)
H (1.16689, -1.91864, -4.75096)
H (2.37059, -2.97034, -4.01231)
H (2.63366, -1.22229, -4.05252)
S (1.83385, -4.42277, 0.81454)
C (1.11192, -2.94309, 0.79828)
N (0.63234, -1.88589, 0.78107)